Molecular formula: C4H12
Method: DFT, ωB97M-V with the def2-TZVPD basis set

Geometry as XYZ:
```
16
Properties=species:S:1:pos:R:3:forces:R:3:lowdin_charge:R:1
C 0.425 0.313 -2.498 2.1191 -0.3393 0.5770 -0.157
C 0.734 1.273 -1.309 0.4433 -0.6861 -1.8383 -0.161
H 1.444 0.023 -2.871 -0.6862 -0.2579 0.5254 0.074
H -0.046 -0.579 -2.148 -0.6575 -0.6160 -0.1782 0.041
H 0.038 0.682 -3.427 -1.0422 0.6786 -0.0141 0.049
H 1.136 0.681 -0.498 0.4470 0.0604 -0.1229 0.029
H 1.541 1.824 -1.802 -0.2313 0.9592 1.0809 0.064
H -0.089 1.829 -0.885 -0.1418 0.4429 -0.3459 0.060
C -0.735 -0.368 1.212 -1.6221 -0.9442 0.9798 -0.152
C -0.481 -1.074 2.525 -0.1377 -1.3331 1.7694 -0.187
H -1.447 -0.989 0.645 0.4793 0.2277 -0.2008 0.079
H -1.325 0.488 1.505 0.2749 0.8318 -0.5682 0.066
H 0.146 -0.153 0.648 0.1443 0.1002 -0.0949 0.016
H 0.459 -0.899 3.039 0.3906 0.3449 -0.3502 0.058
H -0.589 -2.160 2.537 0.4020 -0.2269 -0.7888 0.057
H -1.212 -0.893 3.326 -0.1815 0.7576 -0.4303 0.063
```
Forces are in eV/Å.

Computed properties:
Highest occupied orbital energy: -11.4 eV
Energy: -4341.6283 eV
Frontier orbital gap: 12.59 eV
Structure (SMILES): CC.CC
Net charge: 0
Multiplicity: 1

Molecular formula: C18H36Br2O4
Method: DFT, ωB97M-V with the def2-TZVPD basis set

Geometry as XYZ:
```
60
Properties=species:S:1:pos:R:3:forces:R:3:lowdin_charge:R:1
C -5.686 -13.664 8.828 0.3673 -0.0275 -0.6480 -0.198
C -4.365 -14.460 8.827 -0.7686 -0.4525 1.2081 -0.151
C -4.943 -15.925 9.039 0.3529 1.4089 0.1686 -0.182
O -6.008 -15.755 10.001 -0.0754 1.1238 -1.0924 -0.149
C -6.615 -14.433 9.743 0.1820 -0.9219 0.4411 -0.182
H -6.078 -13.676 7.817 -0.2186 0.1549 -0.2402 0.100
H -5.611 -12.625 9.154 0.2467 -0.0950 -0.1253 0.109
H -3.827 -14.080 9.712 0.2073 -0.6778 -0.2358 0.113
H -3.733 -14.334 7.947 -0.2406 -0.0857 -0.0253 0.088
H -4.235 -16.643 9.460 -0.0766 0.1487 -0.0763 0.112
H -5.293 -16.291 8.058 -0.0961 -0.0073 0.3725 0.115
H -6.755 -13.936 10.702 0.1465 -0.1418 0.1535 0.111
H -7.605 -14.510 9.288 0.0037 -0.4324 0.0313 0.111
C -4.298 -20.140 4.550 0.5241 -0.2218 0.9316 -0.142
C -4.568 -21.644 4.310 -0.0521 -0.1596 0.2450 -0.158
C -5.749 -21.904 5.219 -1.4003 -0.1516 -0.1551 -0.237
O -5.656 -21.007 6.304 0.5251 -0.3465 0.0086 -0.137
C -5.190 -19.791 5.756 -0.8022 0.0887 -0.2036 -0.209
H -4.524 -19.489 3.706 0.1630 -0.2165 -0.0476 0.108
H -3.281 -19.979 4.910 0.1984 0.0319 -0.5679 0.097
H -3.835 -22.354 4.669 0.9578 0.4575 -0.0153 0.102
H -4.727 -21.901 3.266 -0.3052 0.1036 -0.0398 0.107
H -5.813 -22.899 5.656 0.1308 -0.1223 -0.2059 0.121
H -6.682 -21.719 4.664 -0.1240 0.0030 0.1101 0.119
H -4.676 -19.262 6.554 0.0159 0.2593 -0.0823 0.113
H -6.083 -19.241 5.426 0.2190 0.3259 0.0516 0.118
C -1.130 -15.477 5.534 0.5775 0.1888 -0.2253 -0.181
C -0.324 -15.992 6.718 -0.5793 -0.0106 0.4749 -0.152
C -1.454 -16.479 7.657 -0.4105 -0.0103 -0.2211 -0.196
O -2.568 -16.831 6.803 0.3269 0.7199 0.2970 -0.174
C -2.253 -16.449 5.456 -1.2590 -1.1067 0.2400 -0.213
H -0.531 -15.454 4.629 0.0145 0.0735 -0.1929 0.116
H -1.510 -14.475 5.719 -0.0357 0.1444 0.0702 0.110
H 0.290 -15.194 7.136 0.0481 -0.2613 0.1858 0.115
H 0.295 -16.823 6.391 0.1482 -0.0607 0.1304 0.075
H -1.769 -15.711 8.378 0.0514 0.0624 -0.2690 0.106
H -1.283 -17.386 8.220 0.6862 -0.0751 0.1908 0.065
H -3.169 -16.033 5.034 0.0525 -0.0002 -0.2038 0.117
H -2.031 -17.405 4.961 0.2860 0.4320 -0.4277 0.119
C -4.246 -11.908 4.545 1.3412 -0.3038 0.4103 -0.127
C -3.011 -11.657 3.571 -0.9349 -0.3491 0.6780 -0.138
C -2.317 -10.469 4.222 0.0389 0.9070 0.0736 -0.206
O -2.691 -10.423 5.604 0.4193 -0.3678 -0.8722 -0.141
C -4.011 -10.891 5.675 -0.4361 0.1779 0.2298 -0.233
H -4.198 -12.916 4.962 -0.1002 -0.0396 -0.2043 0.089
H -5.236 -11.739 4.135 0.1019 -0.1231 -0.4477 0.100
H -3.367 -11.516 2.556 0.0285 0.5590 -0.1193 0.099
H -2.311 -12.478 3.482 -0.1442 -0.5138 0.4386 0.091
H -2.678 -9.549 3.738 0.2806 0.0491 0.0517 0.118
H -1.221 -10.499 4.222 -0.2811 0.0029 -0.2969 0.122
H -4.730 -10.075 5.541 0.0862 0.2319 0.1071 0.115
H -4.103 -11.265 6.692 -0.3950 -0.2873 -0.0156 0.111
Br -0.496 -21.125 11.783 -0.3083 -0.2180 -0.1627 0.611
C 0.311 -20.631 10.078 0.3169 0.6194 0.8041 -0.733
C -0.645 -20.439 8.960 -0.2425 -0.3872 -0.8089 -0.662
Br 0.356 -19.664 7.473 0.1409 -0.1205 -0.1632 0.679
H 1.031 -21.405 9.838 0.1404 0.1051 0.0499 0.056
H 0.781 -19.687 10.334 0.3418 -0.1157 -0.2060 0.040
H -1.472 -19.761 9.086 -0.1507 0.1422 0.5264 0.048
H -1.005 -21.391 8.597 -0.2311 -0.1103 -0.0831 0.058
```
Forces are in eV/Å.

Computed properties:
Highest occupied orbital energy: -9.5 eV
Energy: -167522.4392 eV
Frontier orbital gap: 9.95 eV
Structure (SMILES): C1CCOC1.C1CCOC1.C1CCOC1.C1CCOC1.BrCCBr
Net charge: 0
Multiplicity: 1

- What is the highest occupied orbital energy in the second record?
  -9.5 eV